The following is a DFT calculation (ωB97M-V/def2-TZVPD) of a cluster of 5 separate species, H10O5 in total.

## Properties
- Energy relative to the best compared isomer or geometry (same formula, charge and spin): 138.3 kJ/mol
- SMILES: O.O.O.O.O
- Max |F|: 0.31 eV/A
- Electronic energy: -382.17149 hartree

```
15
Properties=species:S:1:pos:R:3:forces:R:3:lowdin_charge:R:1
H 4.806109 1.332007 -0.466613 0.195 0.020 0.172 0.0290
H -6.195381 0.293217 1.504127 -0.032 0.204 0.161 0.0284
H -0.872011 1.978627 4.627197 0.202 0.103 0.006 0.0269
O -1.745701 1.588717 4.656697 -0.174 0.078 0.193 -0.0548
H 0.149049 -0.425343 0.089887 0.262 0.038 -0.097 0.0270
O 4.050429 1.057107 -0.985853 -0.153 -0.208 -0.032 -0.0543
O -5.949351 -0.536053 1.094247 0.105 -0.191 0.074 -0.0545
H 3.932419 1.757627 -1.627393 -0.065 0.187 -0.159 0.0264
H 4.297659 -2.220793 -5.224453 0.142 -0.025 -0.201 0.0278
H -1.199761 -1.108673 0.165147 -0.192 -0.167 -0.065 0.0291
H -1.756241 0.968067 3.928057 -0.026 -0.196 -0.236 0.0262
O 3.726879 -2.330603 -4.463933 -0.109 -0.185 0.044 -0.0532
O -0.661431 -0.446503 0.598707 -0.063 0.150 0.201 -0.0550
H -6.245331 -0.452843 0.187767 -0.064 -0.017 -0.236 0.0263
H 3.662659 -1.454553 -4.083593 -0.029 0.208 0.177 0.0247
```
Forces are in eV/Å.